(1)
134
Properties=species:S:1:pos:R:3:forces:R:3 method="wB97M-V/def2-TZVPD" e_lumo_ev=0.1 e_homo_ev=-6.9 homo_lumo_gap_ev=6.95 de_lowest_kcal_mol=18.1 total_energy_ev=-92957.293 molar_mass_g_mol=1076.4
Sb -1.906708 1.468724 2.927141 0.2 0.0 -0.2
Rb -0.227537 0.120467 -0.094462 1.4 0.9 0.2
P 1.179575 -0.739172 -3.102957 -0.1 -0.1 0.0
P -0.120346 2.679761 -2.235929 0.0 0.2 0.1
O -2.444525 -0.911943 -0.519015 -0.7 -0.6 -0.2
O 1.004493 -3.893662 2.797409 -0.2 0.1 -0.2
N -2.043092 -1.533654 0.583412 -0.8 -0.5 0.1
N 2.841596 0.874039 0.450571 0.1 -0.1 -0.2
N 0.460761 1.433746 -4.690581 -0.1 0.0 0.1
N 0.429468 -3.421375 1.582270 0.0 -0.1 0.2
C -1.871693 1.104356 5.078027 0.1 -0.1 0.2
C -0.420143 -3.482290 -5.732719 -0.1 0.0 0.0
C -0.215731 0.211122 -6.700020 -0.1 0.0 0.0
C -1.923519 2.923837 -2.430522 0.0 0.0 0.1
C 2.765870 0.435069 4.111247 0.0 0.0 0.0
C 0.225160 3.546270 2.812219 0.1 0.1 0.0
C -1.780239 -3.372784 -5.455469 0.0 0.0 0.0
C 5.121109 -1.970191 -3.411032 -0.1 0.0 0.0
C 3.541386 2.341812 2.257392 0.0 0.0 0.1
C 1.640525 6.714508 -0.841154 0.0 0.0 0.0
C -1.812596 4.525353 3.869369 0.0 0.1 0.0
C 3.045480 1.117415 1.821890 -0.2 0.0 -0.1
C -1.294504 -1.791168 -3.711518 -0.1 0.0 -0.1
C 0.772632 6.703856 -1.927998 0.0 0.0 0.0
C -1.078530 0.047201 -7.771966 0.0 0.0 0.0
C -1.473175 2.125510 -6.000208 -0.1 0.0 -0.1
C 0.061295 -1.855349 -4.019057 0.0 0.0 0.0
C 0.215587 5.510745 -2.360070 0.0 0.0 0.0
C -4.029327 1.897141 -3.036608 0.0 0.1 0.0
C 2.741505 -1.694885 -3.061804 0.0 0.0 0.0
C 1.561080 0.532837 -4.414330 0.1 0.0 -0.1
C -1.868173 -0.416139 5.256489 0.0 0.0 0.1
C -1.655505 -3.428524 2.903504 -0.1 0.1 0.0
C -2.322709 1.952137 -7.081312 0.0 0.0 0.0
C -0.535518 1.614080 5.620226 0.0 0.0 0.1
C -4.582946 0.146835 2.903332 -0.2 0.0 0.0
C 2.731270 -2.914445 -2.377738 0.0 0.0 0.0
C -4.856208 2.632059 2.961302 -0.1 0.0 0.0
C 5.095518 -3.177950 -2.734080 0.0 0.0 0.0
C 1.950419 5.529796 -0.192135 0.0 0.0 0.0
C 0.516791 2.698328 -3.988957 0.0 0.1 -0.1
C 3.647659 2.604006 3.615285 0.0 0.0 0.0
C 2.649503 0.163487 2.757448 0.0 0.1 0.0
C -2.647201 1.854915 -2.960669 0.0 -0.1 0.0
C 0.492962 -2.726376 -5.018802 0.1 0.0 -0.1
C -4.100664 1.482061 0.875482 -0.1 -0.1 0.1
C -4.715562 3.009536 -2.568489 0.0 0.0 0.0
C -4.009096 4.075339 -2.030810 0.0 0.0 0.0
C -1.740467 4.088681 1.427784 0.0 0.0 -0.1
C 1.389016 4.335657 -0.628273 0.0 0.1 0.0
C -0.392667 1.258875 -5.788783 0.1 0.0 0.1
C -1.337470 -3.391205 -0.868793 0.2 -0.1 -0.1
C -0.828239 -3.208026 1.677177 0.3 -0.1 -0.2
C 3.263886 1.654589 4.552311 0.0 0.0 -0.1
C -2.214984 -2.535357 -4.441395 0.1 0.0 0.0
C -2.622927 4.033747 -1.959777 0.0 0.0 0.0
C 0.513324 4.310909 -1.710525 0.0 0.0 0.0
C 3.951366 -1.234083 -3.575912 0.1 0.0 0.0
C 3.892934 -3.650181 -2.219527 0.0 0.0 0.0
C -1.455918 -2.670387 0.433333 0.0 -0.1 0.4
C -4.022957 1.480362 2.407018 -0.1 0.0 -0.1
C -3.019150 1.700593 5.884133 -0.1 0.0 0.1
C -1.306515 3.568479 2.795141 0.1 0.2 0.1
C -2.139648 0.913875 -7.981441 0.0 0.0 0.0
H -5.610429 0.038788 2.533902 0.0 -0.1 0.0
H -3.567047 0.635474 0.432461 0.0 0.0 0.0
H -0.911650 -0.782994 -8.446797 0.0 0.0 0.0
H -4.627212 0.106396 3.993964 0.0 -0.1 0.0
H -4.567678 1.053634 -3.447636 0.0 0.0 0.0
H -3.265965 -2.476502 -4.190284 0.0 0.0 0.0
H 2.070928 7.647554 -0.502144 0.0 0.0 0.0
H 3.346680 1.862550 5.609912 0.0 0.0 0.0
H -2.211936 -3.174949 -1.479640 0.0 0.0 0.0
H -1.695442 2.916352 -5.299895 0.0 0.0 0.0
H -3.148545 2.771408 5.723925 0.1 0.0 0.0
H -0.492547 2.700611 5.678907 0.0 0.0 0.0
H -1.696526 -2.504919 3.481164 0.0 0.0 0.0
H 4.004979 -0.297882 -4.115489 0.0 0.0 0.0
H -2.494690 -3.960308 -6.017331 0.0 0.0 0.0
H 1.620636 3.411037 -0.111746 0.0 0.0 0.0
H -1.237391 -4.465664 -0.707618 0.0 0.0 0.0
H 0.527401 7.627608 -2.435232 0.0 0.0 0.0
H 2.236781 -0.782972 2.423622 0.0 0.0 0.0
H -1.047167 -0.883222 4.710029 0.1 0.0 0.0
H 0.605289 4.556347 2.606590 0.0 0.0 0.0
H 3.837376 3.089941 1.530461 0.0 0.0 0.0
H -5.157491 1.391653 0.590238 0.0 0.0 0.0
H 3.387696 1.463119 -0.163037 0.0 0.0 0.1
H -4.992179 2.576061 4.041762 0.1 0.0 0.0
H -1.483172 5.544855 3.627830 0.0 0.0 0.0
H 0.648893 3.221658 3.761800 0.0 0.0 0.1
H -2.676526 -3.664516 2.610020 0.0 0.0 0.0
H -2.127843 0.975063 -3.319508 0.0 0.0 0.0
H -2.813862 0.775565 -8.814906 0.0 0.0 0.0
H -4.537594 4.941956 -1.654623 0.0 0.0 0.0
H -0.469445 5.515626 -3.200186 0.0 0.0 0.0
H -3.733280 2.405198 0.430123 0.1 0.1 0.0
H 0.007157 3.474688 -4.557381 0.1 0.0 0.0
H -5.796265 3.039196 -2.612048 0.0 0.0 0.0
H -1.419541 4.290181 4.857622 0.0 0.0 0.0
H -3.968582 1.209818 5.660668 0.0 0.1 0.0
H -0.076227 -4.155855 -6.507038 0.0 0.0 0.0
H -4.004696 -0.705426 2.535033 0.0 0.0 0.0
H -0.398533 1.231213 6.639768 0.0 0.0 0.0
H 0.577601 -0.506648 -6.574869 0.0 0.0 0.0
H -3.152005 2.637595 -7.202359 0.0 0.0 0.0
H -0.464883 -3.069363 -1.448251 0.0 0.0 0.0
H -1.494241 3.396859 0.615819 0.0 0.0 0.0
H -2.899732 4.544831 3.942582 0.0 0.0 0.0
H -1.246092 -4.209177 3.538191 0.1 0.0 0.0
H -2.091303 4.869227 -1.522306 0.0 0.0 0.0
H 4.030939 3.562551 3.941514 0.0 0.0 0.0
H -4.440557 3.613010 2.726421 0.0 0.0 -0.1
H 3.860157 -4.591913 -1.687542 0.0 0.0 0.0
H 6.004576 -3.750457 -2.606749 0.0 0.0 0.0
H 6.050917 -1.595142 -3.818531 0.0 0.0 0.0
H 2.447659 -0.312556 4.827216 0.0 0.0 0.0
H 2.616403 5.531790 0.661364 0.0 0.0 0.0
H 0.316648 1.275800 5.026212 0.0 0.0 0.0
H -1.219988 5.032305 1.213407 0.0 0.0 0.0
H -5.852143 2.589275 2.502494 0.0 0.0 0.1
H -2.813300 4.281954 1.375627 0.0 0.0 0.0
H 2.960154 -0.096492 0.186989 0.0 0.0 0.0
H 1.551992 -2.812614 -5.241844 0.0 0.0 0.0
H 0.633816 2.885120 2.043619 0.0 0.0 0.0
H -1.729096 -0.656046 6.318487 0.0 0.0 0.0
H -2.797211 -0.885309 4.932239 0.0 0.0 -0.1
H 1.563145 3.016858 -3.901675 0.0 0.0 0.0
H -1.642382 -1.212533 -2.861221 0.0 0.1 0.0
H 1.804102 -3.292955 -1.960436 0.0 0.0 0.0
H 1.905449 -4.109417 2.531869 -0.1 0.0 0.0
H -2.821678 1.547730 6.953198 0.0 0.0 0.0
H 1.909430 0.029213 -5.316873 0.0 0.0 0.0
H 2.401185 1.135074 -4.054853 0.0 0.0 0.0

(2)
180
Properties=species:S:1:pos:R:3:forces:R:3 method="wB97M-V/def2-TZVPD" e_lumo_ev=-0.7 e_homo_ev=-9.8 homo_lumo_gap_ev=9.16 total_energy_ev=-167724.290 molar_mass_g_mol=1585.1
O -1.008104 2.180142 4.239995 -0.8 -1.8 -0.1
O 5.427093 -4.066111 -2.853853 -1.2 0.8 -0.4
O -0.579369 0.965902 0.203914 0.7 -0.3 0.8
O -5.422492 -4.193528 -3.984528 -2.2 -0.9 0.4
O 2.267678 7.283886 -0.993511 -3.2 -2.0 0.8
O -2.656154 1.995911 -5.940323 -0.4 -0.2 0.2
O 1.834531 -6.039846 3.538584 -0.1 0.3 0.2
O -4.121312 1.966526 -1.065154 -0.2 -1.8 -1.2
O 3.434945 -3.602289 -1.746497 4.0 -1.7 -0.2
O 0.982815 -0.572679 0.332762 1.5 -1.9 1.0
O 1.204917 -6.142141 -0.279186 -0.8 0.8 -0.7
O 5.211852 -0.381019 1.834756 -1.3 1.4 0.9
O 1.009361 0.970697 1.918119 -2.2 -1.3 -2.3
O -2.949897 3.070655 0.423419 1.0 -0.1 -0.2
O 1.551512 2.856937 7.859528 -1.1 0.1 -0.6
O -6.466470 0.163116 -1.942750 -1.2 0.3 0.2
O 0.051539 4.234661 -6.376347 1.1 -0.9 -3.7
O 5.939093 7.108851 -1.520261 -1.3 -5.2 3.4
O -7.475387 -0.609679 -0.177797 0.1 -2.6 2.1
O -3.516986 -5.100473 -4.278203 2.1 -1.8 -0.7
O -2.601453 3.362321 -1.792290 1.5 0.8 -1.2
O 1.640510 1.270154 9.395148 1.1 0.3 0.6
O -0.034405 3.712837 -4.319803 -0.6 1.9 2.6
O 4.935251 4.965848 -1.307021 1.0 0.6 1.1
O 3.633584 -5.031411 2.821356 3.4 0.2 -1.3
O 2.683097 2.485012 -2.058684 0.1 -3.2 0.4
O 0.699748 -2.396079 -5.764402 -0.2 0.8 -0.1
O 4.732138 1.825727 2.163502 1.1 0.0 -1.3
O -5.251262 -6.483815 -4.232451 -0.4 0.1 0.5
O 5.973174 5.905150 0.487918 -0.7 -0.3 -1.0
O 0.070753 -1.991741 -3.679728 -1.0 2.9 -0.3
O 3.967461 0.874453 -1.259744 3.0 -1.4 2.7
O -2.904535 0.661120 -7.777108 -1.3 1.5 3.4
O 0.718416 6.434810 8.333454 -0.6 -1.0 -2.9
O -0.237312 0.126083 4.814665 0.1 2.5 0.0
O -1.995947 0.265650 3.504034 -1.1 -0.4 -0.1
O -1.020329 -6.306550 -0.328528 -1.2 0.6 0.5
O -4.313215 -1.713141 0.563140 1.1 2.8 -2.3
O -3.840515 0.149673 -5.790153 -1.3 -0.7 -0.4
O 3.575223 0.375669 3.277075 0.0 -2.0 -0.1
O -3.547619 -3.576735 -0.262078 -0.9 -1.8 -0.2
O 1.271687 5.315526 -1.442996 0.1 0.6 -0.9
O 1.748802 -3.897071 2.889418 0.5 0.2 0.4
O 2.567819 0.344760 -2.782583 -1.0 -0.7 -0.9
O 0.561982 6.447015 0.316587 0.3 1.0 0.0
O 2.983501 3.127344 9.542785 -0.1 -0.6 0.0
O -0.017721 -4.514938 0.647893 -0.7 -1.2 -0.7
O -0.336909 6.249024 6.310181 -3.1 1.3 0.4
O -8.007042 1.365969 -0.860771 -1.1 1.5 -0.4
O 5.050897 -5.091005 -0.929350 -2.1 1.0 -0.7
O -3.329391 -1.803340 -1.639815 -1.0 -1.2 4.4
O -0.879530 5.758432 -5.042811 2.0 -3.3 -0.3
O 1.588495 5.433318 6.557412 2.8 -2.5 -2.7
O -0.224981 -0.340824 -5.343097 1.6 -4.7 1.9
C -3.660577 2.069356 1.139593 -0.4 1.4 1.5
C -3.260536 -3.733701 -4.338037 0.2 1.2 -0.4
C 0.540842 -3.282085 -3.586621 0.2 -1.4 -0.1
C -4.486891 -2.562956 1.647743 -0.1 -2.1 -0.9
C 4.853451 3.938121 -0.243376 -0.3 0.7 -1.5
C 3.189580 1.604439 3.894053 1.2 0.6 -1.2
C 6.250791 -5.708345 -1.412814 -0.2 1.9 -0.4
C 5.687143 4.543197 0.828685 1.0 -0.6 1.4
C 0.006561 -5.578220 0.071373 2.0 2.3 0.9
C 0.509642 2.927323 -6.180299 1.3 -3.8 -2.2
C 4.579945 0.513440 2.364396 -0.6 -0.4 0.4
C -2.915771 1.763016 -4.508133 0.2 1.8 -1.3
C -4.457280 -3.875085 0.811368 1.6 -0.5 3.2
C -4.640433 -3.124816 -4.478119 0.1 -0.1 0.6
C 4.122965 -0.588054 -1.328799 0.2 1.5 0.7
C -8.057010 -0.039079 0.944509 -0.8 0.6 2.0
C -3.657359 -2.330155 -0.556269 -0.6 3.2 -2.1
C 5.654905 6.078823 -0.829147 0.0 3.0 -2.9
C -3.127705 2.820140 -0.899214 -0.8 0.5 1.2
C 3.873349 -3.884108 2.011472 1.1 1.1 -0.4
C -3.996893 0.692090 -4.507276 1.3 0.8 1.4
C 2.729808 -2.995330 2.398455 -0.1 0.8 -1.5
C 0.965077 2.824387 -4.783754 0.4 1.0 0.6
C -4.791870 -5.393952 -4.149893 -0.5 1.4 -0.5
C 0.651220 6.029296 7.167326 -0.8 2.8 4.3
C -4.741485 1.748564 0.163098 -1.1 -0.7 0.8
C -1.126247 0.976636 4.173543 2.7 1.6 1.2
C 0.157694 -1.486971 -4.985514 -1.7 4.4 -0.1
C -0.375072 5.221853 5.332138 -0.2 1.0 -0.4
C 1.374882 6.454630 -0.765561 4.1 2.0 -0.1
C 0.894612 -7.427975 -0.807048 0.3 -0.1 0.0
C 0.516969 1.900871 7.544025 0.3 1.3 -1.8
C 3.344908 -0.828359 -2.567648 -1.4 -1.2 -0.3
C -3.170516 0.987036 -6.599547 2.1 -2.4 -4.1
C -1.627239 -1.112185 3.558554 0.6 -1.1 -1.5
C 0.072234 -1.062331 -0.587349 -0.6 0.7 -2.9
C -0.317285 -1.172474 4.319795 0.0 -0.4 1.3
C 4.545372 -4.153511 -1.835248 -1.9 -1.0 0.9
C 2.158244 2.490366 8.977994 0.0 -0.2 0.9
C 0.365827 4.482951 -0.798891 -0.6 -2.1 0.1
C -0.285362 4.684686 -5.251888 -3.4 3.6 4.0
C 6.650643 -4.593953 -2.452160 2.5 -1.8 1.9
C 1.123303 5.096839 5.202221 0.4 -1.6 0.3
C -0.568521 -7.287611 -1.209478 0.8 -1.8 0.2
C 0.474819 0.444191 0.924941 1.0 4.5 2.7
C -0.323635 5.362511 0.199111 -1.3 -0.4 0.1
C 2.390175 -5.057737 3.126565 -3.4 -1.7 0.9
C 3.733414 2.595260 2.778349 -0.9 -0.4 2.7
C -8.515613 1.325891 0.452677 -1.0 0.4 0.5
C -7.296503 0.293447 -1.070246 3.3 0.3 -3.7
C -0.548072 0.268504 -1.050288 -0.4 -0.9 -1.0
C 0.789383 0.770631 8.411515 -0.7 -1.8 0.2
C 3.010305 1.284357 -1.993911 -1.2 5.7 -1.6
C 0.805933 -3.575687 -5.016899 1.2 -2.2 -1.2
H 5.184030 2.953593 -0.574308 0.4 0.4 -0.4
H 5.167630 -0.878011 -1.441562 0.0 0.4 0.3
H 1.971854 3.194161 -4.589411 0.0 0.4 0.1
H 4.001272 -0.980471 -3.424470 -0.4 -0.4 -0.1
H -0.504747 2.229315 7.734638 0.3 0.9 -0.4
H 2.950783 2.906993 2.086676 0.2 0.0 0.0
H -3.011294 1.296551 1.551049 0.1 -0.3 -0.8
H -1.097907 4.477057 5.665144 1.0 -0.9 0.4
H 6.801268 -5.863868 -0.484968 0.7 0.1 -0.6
H -4.941887 1.169086 -4.247364 -0.4 -0.4 -0.7
H -0.722654 -6.989176 -2.246442 0.1 0.1 0.0
H 0.589174 -1.445950 3.779768 -0.3 0.1 -0.4
H 6.648249 4.049080 0.970926 0.1 -0.1 -0.3
H -7.392792 0.132138 1.791619 0.7 -0.5 -0.2
H 3.707843 -0.973381 -0.397509 0.0 -0.2 -0.2
H 0.864416 1.901980 -4.211800 -0.2 -0.2 -0.7
H -2.793918 -3.457257 -5.283523 1.0 -0.3 0.3
H -0.208519 -4.018508 -3.296370 -0.4 0.5 0.6
H -5.496160 -4.161678 0.647988 0.4 -0.3 -1.2
H -1.490608 0.194488 -1.592732 -0.6 -0.2 1.0
H -1.302349 5.696885 -0.145000 0.0 0.2 -0.3
H 5.174855 4.385207 1.777743 0.1 1.0 0.1
H 0.024046 0.780429 -1.824064 0.9 0.3 0.5
H -0.522711 4.871289 1.151570 0.4 0.1 0.1
H 0.688020 -1.460609 -1.393751 -0.6 -0.6 0.1
H -4.788830 -2.225294 -3.880676 -0.1 -0.2 0.0
H -0.305102 3.978790 -1.494436 0.0 0.5 -0.2
H 2.134291 1.679796 4.156321 0.0 -0.4 -0.7
H -1.922651 1.517263 -4.132078 -0.4 0.0 0.6
H 6.118080 -6.637438 -1.967140 -0.6 -0.1 0.3
H 0.735131 1.606247 6.517523 -0.8 0.4 -0.1
H -1.028415 -8.258489 -1.025121 -0.6 0.3 -0.1
H 1.226722 2.636420 -6.947931 0.3 0.6 0.0
H -0.345400 -1.762308 5.235984 -0.2 -0.6 -0.4
H 1.140396 -8.026956 0.069829 -0.6 -1.0 -0.5
H 3.919062 -4.034913 0.932925 -0.8 -1.1 0.1
H -2.378062 -1.784007 3.974511 -0.3 0.5 0.0
H -9.602453 1.366558 0.524936 -0.1 0.3 -0.6
H 1.551322 5.786935 4.475135 -0.2 0.2 0.2
H 1.429627 4.084799 4.937558 0.3 0.0 0.3
H -5.136444 0.752779 0.364427 0.3 -0.2 -0.8
H -3.772478 -0.046791 -3.738002 -0.2 -0.2 -0.2
H -0.857444 5.521322 4.401692 0.3 0.8 0.0
H 1.407647 -3.428688 -2.942204 0.0 0.6 0.1
H -8.851145 -0.672170 1.340326 -0.1 0.0 -0.4
H -0.667437 -1.735351 -0.153732 0.3 -0.2 0.0
H -5.581009 2.443175 0.134581 -0.1 0.2 0.7
H 2.593361 -1.581773 -2.331724 0.6 -0.4 -0.9
H 3.823140 3.740049 0.052135 -0.2 0.7 -0.2
H 1.166272 -0.025439 7.769390 0.8 -0.4 0.7
H 3.003277 -2.203475 3.095803 -0.3 -0.1 0.1
H 0.915180 3.671684 -0.321222 0.3 0.0 0.2
H 1.828470 -3.925032 -5.160009 -0.3 -0.5 -0.3
H -2.712415 -3.507428 -3.423457 0.0 0.7 -0.3
H -5.444728 -2.452265 2.156083 -0.2 0.4 -0.4
H -3.731447 -2.507238 2.431516 0.4 0.2 -0.4
H -4.067050 2.543431 2.032980 -0.1 0.2 0.0
H 1.441702 -7.727423 -1.700985 0.6 0.3 0.3
H 4.841093 -3.393450 2.115499 0.1 -0.3 1.2
H 7.293679 -5.095369 -3.175483 -0.8 0.4 -0.9
H 0.025131 -4.256119 -5.356698 0.5 -0.3 -0.5
H -3.867063 -4.596256 1.376735 -0.7 -0.6 -0.1
H 7.280811 -3.819542 -2.014824 -0.2 0.2 0.2
H -1.418407 -1.349761 2.515452 -0.4 -0.5 0.0
H -0.221084 2.122108 -6.256121 -1.0 0.7 -0.5
H 2.375375 -2.617784 1.439328 -0.4 0.7 0.4
H -0.154359 0.399956 8.811562 0.2 -0.1 0.6
H 4.224251 3.385386 3.346566 -0.2 0.4 -0.6
H 3.764226 1.662923 4.818426 0.1 0.3 0.0
H -8.119272 2.215074 0.942957 0.1 -0.3 0.4
H -4.902113 -2.945857 -5.520997 0.0 0.1 0.0
H -3.306984 2.755641 -4.285084 0.4 -0.3 1.2